Molecular formula: C44H108F2N4O7P2S2
Method: DFT, ωB97M-V/def2-TZVPD

Structure (XYZ):
```
169
Properties=species:S:1:pos:R:3:forces:R:3
C 1.323187 -5.207052 -0.264811 -0.2869 0.6554 -0.0228
C 2.401723 -5.389067 0.826262 -1.8133 -0.5110 0.3428
C 2.900374 -4.053364 1.372636 -0.0152 -1.0024 -0.1764
O 1.797602 -3.299760 1.894527 0.4747 -1.4527 -1.0821
C 2.143945 -2.115644 2.538212 -0.0014 0.8203 0.2663
N 1.872951 -6.210594 2.001169 -0.3508 -0.2752 0.9451
H 1.720425 -7.170554 1.726734 -0.2531 -0.5167 -0.2478
H 2.562310 -6.251934 2.738166 0.9282 -0.1180 0.1291
H 1.075348 -5.930167 2.553704 -0.9514 0.6951 -0.5126
H 1.685967 -4.576573 -1.076591 0.6811 -0.3256 -0.0868
H 0.495115 -4.571801 0.049609 -0.0534 -0.2040 0.7199
H 0.871764 -6.085434 -0.726068 0.4481 -0.3038 0.2926
H 3.137313 -6.150887 0.568101 0.8136 1.0634 -0.8502
H 3.420752 -3.700822 0.482130 -0.0597 1.2141 0.1396
H 3.651959 -4.247372 2.137881 0.1346 0.2017 0.2266
H 1.237542 -1.521764 2.655860 -0.1303 -0.1332 -0.1306
H 2.839097 -1.526198 1.940375 0.2039 0.0482 -0.0249
H 2.543028 -2.269718 3.540751 0.3228 -0.2200 0.0689
C 3.531561 3.276845 4.849635 0.1511 -0.2947 0.0261
C 3.247392 2.203027 3.755873 0.0103 1.3512 2.3360
C 2.488758 1.010010 4.341134 1.3487 -1.2688 0.6443
O 3.381631 0.379223 5.302666 -0.2939 1.3305 -0.6707
C 2.739621 -0.363357 6.343442 -0.4869 -0.3358 -1.0299
N 2.445634 2.968447 2.683995 1.2950 -0.2761 -0.4731
H 1.542813 3.326935 2.960591 -0.2627 -0.2845 0.7602
H 3.022237 3.748557 2.402814 0.5098 0.7102 0.6192
H 2.349991 2.521313 1.783429 -0.4469 -1.3811 -0.4167
H 3.993049 2.804883 5.717026 0.1050 -0.1474 -0.1965
H 2.656111 3.788043 5.250090 -0.4479 -0.2232 -0.2132
H 4.207537 4.068037 4.525318 0.1740 -0.1361 -0.2496
H 4.216381 1.887121 3.369398 -0.2849 -0.0044 -0.6089
H 2.349607 0.257753 3.564698 -0.6653 0.1525 -0.1395
H 1.566831 1.320524 4.832805 -0.2594 0.0212 -0.1142
H 1.960254 0.224860 6.827889 0.3322 0.2359 0.4788
H 3.501503 -0.784300 6.999514 -0.0935 0.4918 0.0470
H 2.212831 -1.198274 5.881370 -0.0738 -0.3600 -0.0182
C 0.960852 5.346248 -1.886597 -0.1365 0.8090 0.2159
C 0.306041 5.625452 -0.501305 0.4841 -0.8116 -1.7980
C -1.133667 5.149704 -0.463178 0.2640 -0.1863 0.4532
O -1.986134 5.933771 -1.246986 -0.8961 -0.6563 0.2547
C -3.403271 5.649665 -1.152320 -0.0345 -0.2766 -0.8672
N 1.073314 4.768892 0.470694 -0.2988 1.4099 1.4723
H 0.760435 4.879733 1.424592 -0.7836 0.2787 0.5189
H 1.063114 3.771958 0.309094 -0.2143 -1.4390 -0.9100
H 2.043958 5.024330 0.583337 0.6752 0.5629 -0.9355
H 2.049082 5.337579 -1.825229 -0.0041 0.4658 0.0920
H 0.644953 6.136411 -2.567740 0.1402 -0.0530 -0.1037
H 0.729848 4.375996 -2.326313 -0.5114 -0.0272 0.3068
H 0.298424 6.667695 -0.182289 0.6392 -0.0063 0.0174
H -1.503576 5.159429 0.562091 -0.5484 0.0089 0.3176
H -1.234396 4.117125 -0.797430 -0.1815 -0.5393 -0.2731
H -3.753721 6.316795 -0.364782 -0.2236 0.7983 0.0848
H -3.739844 4.655948 -0.856761 0.9880 -0.4196 0.3205
H -3.842526 5.844306 -2.130716 0.1128 0.7429 0.0724
C -5.707085 4.302421 3.551664 -0.5795 -1.1330 0.3849
C -5.996658 2.953187 4.316147 -0.4784 1.4843 -0.3655
C -4.738009 2.069261 4.397321 -0.3703 1.2092 -0.4595
C -5.033325 0.643133 4.699940 0.8165 -2.7299 0.7382
P -3.546125 -0.634282 4.754203 -1.1623 1.4145 0.1872
C -2.252655 -0.176548 6.024590 0.1827 -1.1997 -1.1022
C -1.077687 -1.239030 6.032092 -0.2711 -0.0589 0.9462
C -1.142761 -2.221879 7.246445 -0.0718 0.2765 -0.7378
C -1.202589 -1.475956 8.543099 0.0007 0.5035 0.9172
C -2.781706 -0.564012 3.112350 0.2742 -0.3891 0.7707
C -3.599415 -1.070864 1.924392 0.2614 0.1627 0.5914
C -2.771371 -1.559136 0.733481 -1.2867 2.3201 -0.7222
C -1.863635 -2.660522 0.943838 1.1708 -3.0266 0.9329
C -4.114179 -2.362449 5.102828 0.1577 0.9884 0.3881
C -5.577576 -2.623931 4.858852 -1.8089 0.3664 0.3334
C -6.175181 -3.930756 5.479630 1.0424 0.4727 -1.5137
C -6.206966 -4.047940 6.973305 -0.5984 0.2953 0.4158
H -6.631207 4.864853 3.418351 0.0631 0.1993 0.5485
H -5.437931 4.098219 2.515348 0.5424 -0.1920 -0.0642
H -4.947745 4.882816 4.075735 -0.0548 0.1591 -0.1889
H -6.896231 2.540744 3.859246 0.3781 -0.6903 -0.3698
H -6.376929 3.208487 5.305243 0.3314 0.0022 0.2431
H -4.128100 2.528367 5.175354 0.2403 -0.1991 0.1114
H -4.217702 2.245185 3.455814 0.2490 -0.4579 -0.1892
H -5.678820 0.081610 4.024572 -0.0956 0.4942 -0.6532
H -5.600875 0.547465 5.625588 0.2991 0.0390 0.3825
H -2.726003 -0.102690 7.003663 -0.0787 -0.0241 -0.0811
H -1.798081 0.788081 5.798891 -0.4613 0.1605 -0.1894
H -0.170789 -0.638558 6.103260 0.1523 -0.1397 0.1588
H -0.963226 -1.803399 5.106624 -0.3186 0.0297 -0.1896
H -0.299828 -2.912814 7.259542 0.0652 0.0497 -0.3750
H -2.052611 -2.819087 7.186359 0.1080 -0.2762 -0.2407
H -2.236292 -1.196647 8.746962 0.1095 0.2339 0.2891
H -0.578356 -0.582417 8.538316 -0.0499 0.2224 -0.1139
H -0.843323 -2.032118 9.408950 -0.1952 -0.3001 -0.1543
H -1.953689 -1.249478 3.292969 0.4778 0.1682 -0.2857
H -2.407172 0.455577 3.021488 0.1874 -0.0082 -0.3381
H -4.290020 -0.272408 1.653046 -0.1179 -0.1852 -0.3016
H -4.182802 -1.932177 2.249820 -0.2644 -0.0052 0.0655
H -2.141386 -0.795283 0.277692 -0.3939 0.6690 0.2819
H -3.541664 -1.739505 -0.016317 0.2057 -0.4868 -0.2922
H -2.320561 -3.632313 1.130743 -0.6173 -0.1910 -0.5738
H -1.285630 -2.649443 1.867894 0.5205 0.8693 0.0368
H -1.169401 -2.781735 0.112298 0.0270 -0.0002 0.0756
H -3.886295 -2.370496 6.168708 -0.0762 -0.5992 0.1637
H -3.514703 -3.109070 4.581990 0.3984 0.1966 0.0399
H -5.835153 -2.590908 3.800237 0.3772 -0.4047 -0.2685
H -6.188936 -1.792018 5.208499 0.0784 0.2055 0.5113
H -5.518718 -4.699754 5.072442 -0.2308 -0.4810 -0.0669
H -7.153613 -4.027198 5.009026 -0.0050 -0.2745 0.1781
H -5.331781 -3.562781 7.405466 0.0675 -0.3035 0.3337
H -6.302941 -5.088789 7.282372 0.4539 0.0173 -0.0044
H -7.098083 -3.589365 7.401937 0.0710 0.3531 -0.0469
C 2.190895 -1.202094 -10.920465 -1.5929 -0.3009 0.1203
C 1.038974 -1.505949 -9.889191 0.9528 0.9629 0.0975
C 0.284821 -0.275989 -9.355755 0.3484 -0.3787 0.3122
C 1.183945 0.741313 -8.583026 -0.2833 0.1784 0.4026
P 1.627763 0.480980 -6.771825 1.6703 0.1374 -1.3146
C 2.961280 1.725698 -6.262484 -0.7252 0.2008 -0.4685
C 4.317344 1.682776 -7.000318 -0.1073 1.0234 0.0174
C 5.378145 2.580734 -6.272645 0.4921 -1.3766 0.1866
C 5.983858 1.943308 -4.970505 0.2738 0.6957 -0.9315
C 0.237725 0.558087 -5.569109 1.5063 0.2093 -0.2231
C -0.614157 -0.666920 -5.284285 -1.5449 -0.5717 0.3151
C -1.199714 -0.728131 -3.842958 0.3351 0.8671 0.3951
C -2.207130 0.367701 -3.480880 -0.7394 0.0536 -1.2437
C 2.594339 -1.058857 -6.627274 -1.0666 -0.0433 1.2716
C 3.058550 -1.372653 -5.173594 0.2212 -0.9654 0.7305
C 3.442951 -2.832207 -4.967252 2.3289 -1.1714 0.5624
C 4.241982 -3.174279 -3.632069 -0.7890 0.0546 -0.8953
H 1.781344 -0.694131 -11.793596 -0.1058 -0.3071 -0.2217
H 2.603962 -2.170745 -11.201871 0.2555 0.2929 -0.2126
H 2.974251 -0.517847 -10.594498 0.0706 -0.2982 0.5515
H 1.516055 -2.036211 -9.064981 -0.1533 -0.1668 0.1751
H 0.225608 -2.140836 -10.240548 0.5129 -0.2857 -0.5899
H -0.560677 -0.675601 -8.795817 0.0437 0.2794 0.6222
H -0.221391 0.189266 -10.201559 0.3597 0.5288 -0.0163
H 0.806440 1.762825 -8.628780 -0.5201 0.0713 0.2041
H 2.113353 0.872771 -9.137119 0.3919 -0.3822 0.2328
H 3.110963 1.703474 -5.183036 -0.2281 -0.3973 0.1358
H 2.609752 2.729606 -6.500577 -0.4584 0.0795 0.2319
H 4.119897 2.177997 -7.951041 0.1796 -0.1930 -0.2633
H 4.697844 0.690685 -7.243377 0.1254 0.0217 0.3807
H 5.054188 3.611334 -6.127664 -0.5385 -0.1359 0.2685
H 6.189789 2.711861 -6.988268 0.1602 -0.1961 0.0134
H 6.766112 2.591943 -4.576238 -0.2731 0.3753 0.1687
H 6.576529 1.056261 -5.194101 -0.4843 -0.3624 -0.1761
H 5.263766 1.742930 -4.177139 -0.0859 -0.0640 -0.0468
H -0.252569 1.508837 -5.778389 -0.5077 -0.1961 -0.1053
H 0.877965 0.791855 -4.718493 -0.1733 -0.1085 0.5900
H -0.168949 -1.632496 -5.524190 0.7542 0.1966 0.2221
H -1.493677 -0.725255 -5.925495 -0.0423 0.4951 -0.3473
H -0.440966 -0.482262 -3.100029 0.7269 -0.7372 -0.0589
H -1.596007 -1.717819 -3.615859 0.0260 0.0087 -0.2260
H -2.766800 0.152292 -2.570674 0.5034 0.1706 0.3208
H -2.999208 0.505744 -4.216856 -0.0565 -0.2784 -0.3519
H -1.693713 1.329203 -3.485128 -0.0205 0.1005 0.5555
H 3.458266 -0.986927 -7.287986 -0.1766 -0.0355 -0.0990
H 1.904963 -1.810787 -7.011282 0.2796 -0.4251 0.0539
H 2.378536 -1.285169 -4.326226 -0.8470 1.0948 -0.4223
H 3.946840 -0.810398 -4.885657 -0.0285 0.4063 -0.2989
H 4.214949 -3.075822 -5.697167 -0.4275 -0.3412 -0.5990
H 2.623735 -3.550101 -5.007281 -0.1594 0.2424 -0.4514
H 4.669939 -4.176264 -3.663346 -0.1898 -0.1500 -0.4918
H 3.559556 -3.225297 -2.783674 0.1661 0.6316 0.3456
H 5.122224 -2.542180 -3.514925 -0.3428 0.3993 0.3619
N 1.375523 1.967726 0.195672 3.7761 1.4346 -4.1279
S 0.406325 0.833546 0.297553 -6.6867 -6.0140 5.8935
O 0.765715 -0.553865 0.092398 0.1423 2.2784 -0.6693
O -0.935426 1.250034 -0.003315 0.5744 0.0084 -0.2962
F 0.412650 0.869666 1.954428 -0.0794 0.2985 -0.3656
S 1.681321 1.585673 -1.463896 5.0600 1.3602 -6.1392
O 0.646185 1.941436 -2.426726 0.3227 -0.7277 2.4234
O 2.571458 0.465588 -1.847710 -2.5411 2.7905 2.2309
F 2.648295 2.910308 -1.702704 -0.4800 -1.0227 1.1056
```
Positions in Å, forces in eV/Å.

Computed properties:
gap between HOMO and LUMO (spin up / spin down) = 0.25574 / 0.06734 Ha
electronic energy = -4163.70439 a.u.
⟨S²⟩ = 0.75
spin multiplicity = 2
max |F| = 10.75 eV Å⁻¹
total charge = +5